Model P:
This record from OMol25 describes a 3-piece molecular cluster, C3H12NO2 overall. The level of theory is the ωB97M-V functional and the def2-TZVPD basis.

The geometry in XYZ format:
```
18
Properties=species:S:1:pos:R:3
C 1.630 -0.834 0.050
C 1.126 0.386 -0.623
C 1.650 1.131 -1.589
N -0.273 0.721 -0.203
H 2.707 -1.075 -0.251
H 1.842 -0.601 1.056
H 1.087 -1.842 -0.015
H 1.210 1.964 -2.132
H 2.543 0.950 -2.176
H -0.875 -0.129 -0.611
H -0.804 1.665 -0.588
H -0.429 0.624 0.886
H -3.562 -1.179 -0.362
H -2.656 -1.968 -1.069
O -2.660 -1.164 -0.694
H -0.636 -0.740 2.421
H -1.080 0.544 2.960
O -0.325 0.244 2.478
```

Spin multiplicity   1
E_HOMO   -14.1 eV
Charge   +1

---

Model Q:
This record from OMol25 describes a 2-piece molecular cluster, C3H12NO2 overall. The level of theory is the ωB97M-V functional and the def2-TZVPD basis.

The geometry in XYZ format:
```
18
Properties=species:S:1:pos:R:3
C -0.481 0.548 1.439
O 0.318 1.692 1.162
C -0.176 -0.416 0.322
C -0.818 -1.781 0.435
N 1.345 -0.507 0.215
H -1.544 0.771 1.404
H -0.207 0.144 2.418
H 0.112 2.369 1.818
H -0.477 0.049 -0.619
H -0.647 -2.361 -0.466
H -0.430 -2.350 1.290
H -1.872 -1.651 0.646
H 1.689 -1.336 0.708
H 1.698 0.321 0.712
H 1.686 -0.495 -0.746
H 0.416 2.284 -3.511
H -0.447 1.141 -4.019
O -0.166 1.578 -3.208
```

Spin multiplicity   1
E_HOMO   -14.7 eV
Charge   +1

---

Stability summary - winner: model Q; margin: 142.9 kJ/mol.

---

Model P:
This record from OMol25 describes a 3-piece molecular cluster, C3H12NO2 overall. The level of theory is the ωB97M-V functional and the def2-TZVPD basis.

The geometry in XYZ format:
```
18
Properties=species:S:1:pos:R:3
C 0.166 -1.932 -0.005
C 1.166 -0.825 0.038
C 2.019 -0.476 -0.899
N 1.026 -0.039 1.281
H -0.812 -1.522 -0.170
H 0.243 -2.565 0.893
H 0.304 -2.667 -0.796
H 2.662 0.366 -0.675
H 1.970 -1.054 -1.806
H 0.837 -0.688 2.047
H 1.892 0.434 1.528
H 0.291 0.710 1.159
H -1.394 1.559 0.060
H -1.558 2.237 1.408
O -0.876 1.816 0.863
H -2.909 2.279 -1.680
H -2.766 0.788 -1.738
O -2.261 1.580 -1.509
```

Spin multiplicity   1
E_HOMO   -14.5 eV
Charge   +1

---

Model Q:
This record from OMol25 describes a 3-piece molecular cluster, C3H12NO2 overall. The level of theory is the ωB97M-V functional and the def2-TZVPD basis.

The geometry in XYZ format:
```
18
Properties=species:S:1:pos:R:3
C -0.055 -2.378 -0.695
C -0.332 -1.020 -0.128
C -1.274 -0.851 0.797
N -1.387 0.454 1.540
H -0.816 -2.617 -1.448
H 0.948 -2.467 -1.185
H -0.188 -3.107 0.065
H 0.301 -0.165 -0.317
H -1.954 -1.611 1.128
H -1.295 0.100 2.499
H -0.582 1.052 1.258
H -2.232 1.004 1.385
H 1.462 1.701 -0.117
H 1.828 2.188 1.243
O 1.124 1.685 0.807
H 1.633 2.807 -2.283
H 1.262 1.312 -2.617
O 1.558 1.914 -1.932
```

Spin multiplicity   1
E_HOMO   -14.3 eV
Charge   +1

---

Stability summary - winner: model P; margin: 24.4 kJ/mol.

---

Model P:
This record from OMol25 describes a 2-piece molecular cluster, C4H9IN overall. The level of theory is the ωB97M-V functional and the def2-TZVPD basis.

The geometry in XYZ format:
```
15
Properties=species:S:1:pos:R:3
C -0.714 1.226 0.374
C -1.332 0.000 -0.389
C -0.806 -0.593 -1.739
C 2.748 -0.387 1.132
N -0.481 -0.119 0.748
I -3.467 0.003 -0.025
H 0.122 1.640 -0.047
H -1.426 1.882 0.907
H -1.363 -0.481 -2.610
H -0.773 -1.676 -1.701
H 0.169 0.027 -1.879
H 3.374 0.324 0.695
H 1.792 -0.080 1.559
H 2.914 -1.436 1.204
H -0.758 -0.328 1.769
```

Spin multiplicity   1
E_HOMO (alpha / beta)   -12.5 / -13.8 eV
Charge   +1

---

Model Q:
This record from OMol25 describes an isolated ion of composition C4H9IN and charge +1. The level of theory is the ωB97M-V functional and the def2-TZVPD basis.

The geometry in XYZ format:
```
15
Properties=species:S:1:pos:R:3
C 0.041 1.300 0.748
C 0.853 0.270 0.095
C -0.880 -1.839 0.347
C -0.291 -0.799 -0.570
N 0.631 1.603 -0.567
I 2.860 -0.416 0.346
H -1.014 1.207 0.843
H 0.333 2.099 1.521
H -1.571 -2.541 -0.059
H -1.337 -1.329 1.161
H -0.040 -2.529 0.808
H -1.087 -0.084 -1.025
H 0.174 -1.075 -1.567
H 0.073 1.737 -1.445
H 1.254 2.395 -0.636
```

Spin multiplicity   1
E_HOMO   -14.0 eV
Charge   +1
SMILES   CC[C@]1(I)C[NH2+]1

---

Model R:
This record from OMol25 describes a 2-piece molecular cluster, C4H9IN overall. The level of theory is the ωB97M-V functional and the def2-TZVPD basis.

The geometry in XYZ format:
```
15
Properties=species:S:1:pos:R:3
C -0.510 -1.063 -0.962
C -0.972 -0.602 0.324
C 1.511 -2.074 1.895
C -1.470 1.200 -1.208
N -1.652 -0.106 -0.852
I -2.181 -1.762 1.743
H 0.459 -0.598 -1.237
H -0.646 -1.981 -1.452
H 1.510 -2.079 2.917
H 2.348 -2.516 1.314
H 0.675 -1.506 1.414
H -0.439 1.452 -0.868
H -1.619 1.331 -2.358
H -2.371 1.758 -0.795
H -2.554 -0.541 -1.036
```

Spin multiplicity   1
E_HOMO (alpha / beta)   -12.0 / -14.2 eV
Charge   +1

---

Stability summary - winner: model Q; margin: 374.7 kJ/mol.

---

Model P:
This record from OMol25 describes an isolated ion of composition C4H7N2S and charge +1. The level of theory is the ωB97M-V functional and the def2-TZVPD basis.

The geometry in XYZ format:
```
14
Properties=species:S:1:pos:R:3
C -1.876 -0.057 0.422
C -0.889 -0.908 0.076
C -0.354 1.230 -0.389
C 1.465 -0.648 -0.521
N -1.580 1.271 0.125
N 0.149 -0.217 -0.358
S 2.731 0.601 0.317
H -2.829 -0.328 0.701
H -0.855 -1.973 0.476
H 0.230 1.996 -0.650
H 1.665 -1.575 0.128
H 1.858 -0.601 -1.565
H -2.205 2.048 0.132
H 2.466 -0.134 1.403
```

Spin multiplicity   1
E_HOMO   -13.4 eV
Charge   +1
SMILES   SC[n+]1cc[nH]c1

---

Model Q:
This record from OMol25 describes an isolated ion of composition C4H7N2S and charge +1. The level of theory is the ωB97M-V functional and the def2-TZVPD basis.

The geometry in XYZ format:
```
14
Properties=species:S:1:pos:R:3
C 1.607 -0.616 0.362
C -0.780 -0.966 0.391
C -0.319 -0.056 -0.689
C -1.036 1.233 -0.389
N 1.107 0.105 -0.644
N 0.740 -1.209 1.142
S -2.108 -1.145 1.221
H 2.567 -0.475 0.642
H -0.617 -0.526 -1.601
H -0.836 1.641 0.627
H -2.052 1.089 -0.479
H -0.772 2.013 -1.121
H 1.416 0.698 -1.355
H 1.083 -1.786 1.892
```

Spin multiplicity   1
E_HOMO   -14.0 eV
Charge   +1
SMILES   C[C@H]1NC=[NH+]C1=S

---

Stability summary - winner: model Q; margin: 20.2 kJ/mol.

---

Model P:
This record from OMol25 describes C4H7N2S as an isolated structure. The level of theory is the ωB97M-V functional and the def2-TZVPD basis.

The geometry in XYZ format:
```
14
Properties=species:S:1:pos:R:3
C 1.227 -0.778 0.273
C -1.275 0.689 0.059
C -1.214 -0.814 0.000
C 0.449 1.492 -0.210
N 0.070 -1.430 0.306
N 1.414 0.518 0.078
S -2.481 1.580 0.180
H 2.062 -1.436 0.530
H -2.113 -1.192 0.650
H -1.498 -1.160 -1.114
H 0.529 1.735 -1.293
H 0.449 2.298 0.466
H -0.013 -2.432 0.219
H 2.394 0.929 -0.144
```

Spin multiplicity   1
E_HOMO   -12.7 eV
Charge   +1

---

Model Q:
This record from OMol25 describes a 2-piece molecular cluster, C4H7N2S overall. The level of theory is the ωB97M-V functional and the def2-TZVPD basis.

The geometry in XYZ format:
```
14
Properties=species:S:1:pos:R:3
C -0.591 1.528 -1.021
C -1.916 1.251 -0.887
C 0.221 0.520 -0.544
C 0.501 -2.155 1.248
N -0.501 -0.436 0.061
N 1.562 0.534 -0.591
S -2.096 -0.108 0.142
H -0.022 2.347 -1.272
H -2.801 1.808 -0.937
H 0.508 -3.064 0.615
H 1.471 -1.654 1.404
H -0.289 -2.029 2.099
H 2.002 1.486 -0.588
H 1.952 -0.028 0.270
```

Spin multiplicity   1
E_HOMO (alpha / beta)   -13.1 / -13.1 eV
Charge   +1

---

Stability summary - winner: model P; margin: 121.5 kJ/mol.

---

Model P:
This record from OMol25 describes a 2-piece molecular cluster, C4H7N2S overall. The level of theory is the ωB97M-V functional and the def2-TZVPD basis.

The geometry in XYZ format:
```
14
Properties=species:S:1:pos:R:3
C -0.274 -1.350 0.100
C -1.920 -1.047 -0.375
C 2.645 0.645 0.491
C -0.846 0.034 0.255
N -1.112 -2.249 -0.124
N -0.384 1.087 -0.514
S 3.108 -0.776 -0.223
H -2.735 -1.038 0.424
H -2.209 -0.707 -1.428
H 2.815 1.615 -0.014
H 2.210 0.806 1.481
H -1.189 0.125 1.239
H -0.139 1.861 0.114
H 0.029 0.993 -1.426
```

Spin multiplicity   1
E_HOMO   -12.6 eV
Charge   +1

---

Model Q:
This record from OMol25 describes an isolated ion of composition C4H7N2S and charge +1. The level of theory is the ωB97M-V functional and the def2-TZVPD basis.

The geometry in XYZ format:
```
14
Properties=species:S:1:pos:R:3
C 0.596 0.263 -0.007
C 3.137 -0.125 -0.013
C -1.696 -0.501 -0.357
C -1.891 0.871 0.206
N 1.900 0.133 -0.031
N -0.469 -0.936 0.189
S -0.285 1.799 0.088
H 3.771 0.265 -0.694
H 3.478 -0.792 0.793
H -2.388 -1.263 0.093
H -1.649 -0.438 -1.395
H -2.506 1.619 -0.174
H -1.984 0.923 1.209
H -0.014 -1.820 0.092
```

Spin multiplicity   1
E_HOMO (alpha / beta)   -14.0 / -14.0 eV
Charge   +1

---

Stability summary - winner: model Q; margin: 286.6 kJ/mol.